No. 1
Formula: C5H8S
Source: the Open Molecules 2025 dataset
Level of theory: the ωB97M-V functional and the def2-TZVPD basis

Each line ends with the Mulliken charge.
Positions of all 14 atoms, in Å:
C 1.04825 1.62875 0.27733  -0.4124
C 1.56605 0.24440 -0.28614  -0.7374
C 0.40599 -0.59204 0.26735  -0.0471
C -0.76942 0.17259 -0.26907  -0.1378
C -0.52066 1.51806 0.46340  -0.7446
H 1.35616 1.92533 1.29594  0.2652
H 1.39299 2.35530 -0.45915  0.3506
H 1.57007 0.20556 -1.35518  0.3055
H 2.59243 -0.02434 0.05320  0.2882
H 0.43178 -0.59606 1.37367  0.2127
H -0.68325 0.43658 -1.32675  0.1753
H -0.98763 2.32135 -0.05985  0.2786
H -0.79758 1.47056 1.51181  0.3493
S -0.95351 -1.62031 -0.23443  -0.1461

The calculation puts the energy above the lowest of the compared OMol25 structures with the same formula, charge and spin at 60.7 kcal per mole. For the total energy, the calculation gives -16147.00466 eV. For the frontier orbital gap, the calculation gives 9.77 eV. The structure (SMILES) is C1C[C@@H]2S[C@H]2C1. For the LUMO energy, the calculation gives 1.04 eV.



No. 2
Formula: C5H8S
Source: the Open Molecules 2025 dataset
Level of theory: the ωB97M-V functional and the def2-TZVPD basis

Each line ends with the Löwdin spin population.
Positions of all 14 atoms, in Å:
C -1.30690 2.13048 -0.44900  0.1317
C -0.75134 1.08318 -0.19983  0.0581
C -1.26677 -0.90423 1.45622  0.0166
C 1.77691 -0.51289 -1.47872  0.1490
C -0.32215 -0.13976 0.44423  0.2826
S 0.36502 -1.39874 -0.73075  1.2481
H -1.77230 2.91738 -0.96772  0.0168
H -0.65516 -1.36555 2.22932  0.0006
H -1.72585 -1.65853 0.93923  0.0073
H -1.96137 -0.21683 1.95149  0.0017
H 2.32825 -1.08501 -2.32024  0.0112
H 2.42340 -0.30385 -0.64841  0.0203
H 1.17441 0.29319 -1.94636  0.0261
H 0.77273 0.25154 1.13399  0.0299

The calculation puts the energy above the lowest of the compared OMol25 structures with the same formula, charge and spin at 124.7 kcal per mole. For the total energy, the calculation gives -16141.70292 eV. For the frontier orbital gap (alpha / beta), the calculation gives 4.58 / 6.96 eV. As for the spin multiplicity: 3. For the LUMO energy (alpha / beta), the calculation gives 0.82 / -2.55 eV.



No. 3
Formula: C5H8S2
Source: the Open Molecules 2025 dataset
Level of theory: the ωB97M-V functional and the def2-TZVPD basis

Each line ends with the Mulliken charge.
Positions of all 15 atoms, in Å:
C -0.82508 0.12335 0.13893  0.3305
C 0.18193 -0.63890 1.03292  -0.8188
C 1.37309 -0.92558 -0.00003  -0.6956
C 0.14876 1.17746 -0.44582  -0.1082
C -1.28570 1.59930 -0.23962  -0.6549
H -0.65280 -1.93168 -1.30700  0.1277
H -0.11054 -1.54141 1.53045  0.3214
H 0.56036 0.12911 1.69448  0.2840
H 1.37084 -1.96043 -0.39744  0.3822
H 2.33814 -0.88491 0.50465  0.4028
H 0.72936 1.59364 0.34414  0.2474
H -2.13980 1.59491 -0.93294  0.3010
H -1.33321 2.37319 0.48458  0.2429
S -1.69381 -0.91650 -1.01691  -0.2351
S 1.33847 0.20844 -1.39039  -0.1273

The calculation puts the energy above the lowest of the compared OMol25 structures with the same formula, charge and spin at 77.9 kcal per mole. For the total energy, the calculation gives -26981.78077 eV. For the frontier orbital gap, the calculation gives 9.25 eV. The structure (SMILES) is S[C@@]12CCS[C@H]1C2. For the LUMO energy, the calculation gives 0.74 eV.



No. 4
Formula: C5H8S3
Source: the Open Molecules 2025 dataset
Level of theory: the ωB97M-V functional and the def2-TZVPD basis

Each line ends with the Mulliken charge.
Positions of all 16 atoms, in Å:
C -0.00171 -0.29748 -2.48777  -0.8160
C -0.97425 -0.29247 0.18597  -0.1934
C 0.32059 1.30543 1.82766  -0.6960
C 0.91800 -0.06345 1.74753  -0.3459
C 0.25333 -0.97442 0.77127  -0.4019
H 0.42130 0.68719 -2.33669  0.3150
H 0.79897 -1.02795 -2.31713  0.2188
H -0.35076 -0.45161 -3.51530  0.3372
H -1.87149 -0.66394 0.72413  0.3080
H 1.07538 2.07852 2.00436  0.3966
H -0.30773 1.35893 2.71747  0.3300
H 1.29553 -0.47841 2.71755  0.4134
H 0.15295 -2.01911 1.06006  0.4393
S -1.42962 -0.81253 -1.50373  -0.0474
S -0.76708 1.46188 0.38369  -0.1595
S 1.92734 -0.49619 0.28739  -0.0982

The calculation puts the energy above the lowest of the compared OMol25 structures with the same formula, charge and spin at 7.4 kcal per mole. For the total energy, the calculation gives -37819.84582 eV. For the frontier orbital gap, the calculation gives 9.37 eV. The structure (SMILES) is CS[C@@H]1SC[C@@H]2S[C@H]12. For the LUMO energy, the calculation gives 0.69 eV.



No. 5
Formula: C5H9AgO3
Source: the Open Molecules 2025 dataset
Level of theory: the ωB97M-V functional and the def2-TZVPD basis

Each line ends with the Mulliken charge.
Positions of all 18 atoms, in Å:
O -0.14554 0.25579 0.63255  -0.2018
C 1.18115 0.21287 0.39791  0.2133
O 1.71412 1.48889 0.49963  -0.4037
Ag 3.48305 -0.19136 1.57924  0.1504
C -0.65923 -0.74697 1.50506  -0.1609
H -0.26775 -1.73794 1.22577  0.3138
H -0.30893 -0.54153 2.52947  0.2835
C -2.16924 -0.71530 1.42604  -1.1375
H -2.55749 0.24864 1.78259  0.2871
H -2.50564 -0.87370 0.39194  0.2982
H -2.58519 -1.52331 2.04259  0.3633
H 1.08883 2.15073 0.16848  0.2545
O 1.86969 -0.43532 -1.13359  -0.0561
C 1.60994 -0.20357 -2.36445  -0.2824
H 0.54646 1.57162 -2.70849  0.2245
C 0.29573 0.50048 -2.60574  -0.5356
H -0.12863 0.14883 -3.55600  0.3318
H -0.46134 0.39116 -1.81301  0.0578

The calculation puts the energy above the lowest of the compared OMol25 structures with the same formula, charge and spin at 100.2 kcal per mole. For the total energy, the calculation gives -15465.77925 eV. For the frontier orbital gap (alpha / beta), the calculation gives 5.10 / 5.09 eV. For the LUMO energy (alpha / beta), the calculation gives -1.34 / -1.34 eV.



No. 6
Formula: C5H9BNO3
Source: the Open Molecules 2025 dataset
Level of theory: the ωB97M-V functional and the def2-TZVPD basis

Each line ends with the Löwdin spin population.
Positions of all 19 atoms, in Å:
B -1.82500 0.17401 -0.29229  0.0298
C 1.50009 -0.98751 -0.97236  0.2820
C 2.32270 0.11095 -0.38987  0.3808
C 0.29683 -1.20077 -0.50235  0.4423
C 1.73463 0.92723 0.49132  0.5735
C -0.48170 -0.47312 0.58955  0.0622
N 0.36037 0.79444 0.92746  0.0742
O -2.77486 -0.66057 -0.88405  0.0137
O -1.75569 1.55556 -0.37409  0.0134
O -0.75171 -1.17726 1.71172  0.0351
H 1.84881 -1.45083 -1.84756  0.0077
H 3.38341 0.06779 -0.59663  0.0119
H -0.34820 -1.95583 -0.90424  0.0184
H 2.25422 1.74930 1.03888  0.0202
H 0.27187 0.99656 1.86921  0.0072
H -0.25585 1.47576 0.35224  0.0225
H -3.54906 -0.20900 -1.23650  0.0000
H -2.36124 1.95021 -1.03341  0.0012
H 0.13040 -1.68692 2.05296  0.0037

The calculation puts the energy above the lowest of the compared OMol25 structures with the same formula, charge and spin at 0.0 kcal per mole. For the total energy, the calculation gives -13630.71819 eV. The total charge is +1. For the frontier orbital gap (alpha / beta), the calculation gives 6.89 / 7.94 eV. As for the spin multiplicity: 3. For the LUMO energy (alpha / beta), the calculation gives -3.17 / -6.95 eV.



No. 7
Formula: C5H9BrS2
Source: the Open Molecules 2025 dataset
Level of theory: the ωB97M-V functional and the def2-TZVPD basis

Each line ends with the Mulliken charge.
Positions of all 17 atoms, in Å:
C -0.22492 0.38040 1.47039  -0.2928
C -0.56885 0.81806 0.02623  -0.8307
C 1.09996 0.84439 1.94853  -0.7296
C -1.35942 -0.88360 -2.13188  0.3061
C -0.13374 -1.30099 -2.30038  -0.6925
S -2.00802 -0.02844 -0.78137  -0.1374
S 2.51635 0.30736 0.90093  -0.2025
Br -2.74618 -1.25909 -3.41755  -0.1470
H -1.13177 0.85607 2.05335  0.2719
H -0.31000 -0.67278 1.72754  0.2945
H -0.95038 1.83067 -0.24081  0.3728
H 0.16528 0.56971 -0.74802  0.3703
H 1.27822 1.88564 2.07805  0.3578
H 1.24415 0.35650 2.95976  0.3179
H 0.53202 -1.17035 -1.47226  0.3848
H 0.09903 -1.62037 -3.31362  0.2525
H 2.49826 -0.91317 1.24111  0.1040

The calculation puts the energy above the lowest of the compared OMol25 structures with the same formula, charge and spin at 15.8 kcal per mole. For the total energy, the calculation gives -97042.21501 eV. For the frontier orbital gap, the calculation gives 9.22 eV. For the LUMO energy, the calculation gives 0.65 eV.



No. 8
Formula: C5H9Cl
Source: the Open Molecules 2025 dataset
Level of theory: the ωB97M-V functional and the def2-TZVPD basis

Each line ends with the Mulliken charge.
Positions of all 15 atoms, in Å:
C 0.82274 -1.30451 -0.89427  -1.3357
C 0.06009 -0.25727 0.05619  1.2583
C -0.36522 -0.86236 1.38855  -1.6614
C -1.04471 0.23275 -0.81609  -0.5130
C -2.31374 0.17143 -0.54850  -0.7320
H 1.67979 -1.76231 -0.37512  0.3483
H 1.26250 -0.78793 -1.73519  0.4031
H 0.07417 -2.09225 -1.10018  0.3439
H 0.57922 -1.10198 1.94872  0.4143
H -0.76147 -1.83254 1.29291  0.3832
H -0.87844 -0.03444 1.88984  0.4451
H -0.75693 0.66566 -1.75343  0.3443
H -2.68410 -0.48647 0.23740  0.2541
H -3.00144 0.83602 -1.04278  0.2597
Cl 1.26657 1.10094 0.32486  -0.2121

The calculation puts the energy above the lowest of the compared OMol25 structures with the same formula, charge and spin at 21.6 kcal per mole. For the total energy, the calculation gives -17852.39391 eV. For the frontier orbital gap, the calculation gives 10.79 eV. The structure (SMILES) is C=CC(C)(C)Cl. For the LUMO energy, the calculation gives 0.96 eV.



No. 9
Formula: C5H9Cl2N
Source: the Open Molecules 2025 dataset
Level of theory: the ωB97M-V functional and the def2-TZVPD basis

Each line ends with the Mulliken charge.
Positions of all 17 atoms, in Å:
C 0.31792 -0.30852 -1.53069  -0.1724
C 1.69092 -0.46867 -0.87749  -0.7052
C 0.57372 0.39615 -0.20031  -0.1099
C 0.00503 0.09221 1.16101  -0.8424
C -1.21923 0.86809 1.54086  0.0328
H -1.49182 -0.93629 -1.25406  0.2906
H -0.39166 -1.99732 -0.81106  0.3218
H 0.30959 0.33706 -2.44018  0.3182
H 2.51447 0.13310 -1.28608  0.2626
H 1.92445 -1.41704 -0.41373  0.2717
H 0.64127 1.44575 -0.34526  0.3960
H -0.31008 -0.95753 1.27114  0.2453
H 0.78702 0.20017 1.94743  0.3485
H -1.78384 0.35428 2.31599  0.3492
N -0.63090 -1.37886 -1.58765  -0.6675
Cl -0.66498 2.37601 2.31000  -0.1873
Cl -2.27187 1.26141 0.20008  -0.1521

The calculation puts the energy above the lowest of the compared OMol25 structures with the same formula, charge and spin at 15.1 kcal per mole. For the total energy, the calculation gives -31864.88770 eV. For the frontier orbital gap, the calculation gives 9.93 eV. The structure (SMILES) is N[C@@H]1C[C@@H]1CC(Cl)Cl. For the LUMO energy, the calculation gives 0.79 eV.



No. 10
Formula: C5H9ClFN
Source: the Open Molecules 2025 dataset
Level of theory: the ωB97M-V functional and the def2-TZVPD basis

Each line ends with the Mulliken charge.
Positions of all 17 atoms, in Å:
C -0.33290 -1.25134 -1.10917  -1.6458
C -0.19046 -0.30498 0.09911  1.5015
C -1.24999 0.79191 0.08124  -1.0093
C 1.19496 0.33541 0.05932  0.0734
C 1.55077 1.62120 -0.01206  -0.9071
H -0.26742 -0.66258 -2.03441  0.3556
H -1.30969 -1.77378 -1.04686  0.4134
H 0.46497 -1.98323 -1.09678  0.3960
H 0.35730 -1.82801 1.32784  0.2772
H -0.19934 -0.53466 2.14952  0.2566
H -1.17162 1.38466 -0.84993  0.3700
H -1.15181 1.47135 0.93673  0.4297
H 2.58343 1.87971 -0.00661  0.3168
H 0.82412 2.40693 -0.04788  0.2879
N -0.33732 -1.10573 1.31747  -0.6639
F 2.15669 -0.61803 0.13413  -0.2726
Cl -2.92168 0.17116 0.09834  -0.1792

The calculation puts the energy above the lowest of the compared OMol25 structures with the same formula, charge and spin at 7.0 kcal per mole. For the total energy, the calculation gives -22060.62970 eV. For the frontier orbital gap, the calculation gives 10.48 eV. The structure (SMILES) is C=C(F)[C@@](C)(N)CCl. For the LUMO energy, the calculation gives 0.81 eV.



Repeat the tenth record exactly.
Formula: C5H9ClFN
Source: the Open Molecules 2025 dataset
Level of theory: the ωB97M-V functional and the def2-TZVPD basis

Each line ends with the Mulliken charge.
Positions of all 17 atoms, in Å:
C -0.33290 -1.25134 -1.10917  -1.6458
C -0.19046 -0.30498 0.09911  1.5015
C -1.24999 0.79191 0.08124  -1.0093
C 1.19496 0.33541 0.05932  0.0734
C 1.55077 1.62120 -0.01206  -0.9071
H -0.26742 -0.66258 -2.03441  0.3556
H -1.30969 -1.77378 -1.04686  0.4134
H 0.46497 -1.98323 -1.09678  0.3960
H 0.35730 -1.82801 1.32784  0.2772
H -0.19934 -0.53466 2.14952  0.2566
H -1.17162 1.38466 -0.84993  0.3700
H -1.15181 1.47135 0.93673  0.4297
H 2.58343 1.87971 -0.00661  0.3168
H 0.82412 2.40693 -0.04788  0.2879
N -0.33732 -1.10573 1.31747  -0.6639
F 2.15669 -0.61803 0.13413  -0.2726
Cl -2.92168 0.17116 0.09834  -0.1792

The calculation puts the energy above the lowest of the compared OMol25 structures with the same formula, charge and spin at 7.0 kcal per mole. For the total energy, the calculation gives -22060.62970 eV. For the frontier orbital gap, the calculation gives 10.48 eV. The structure (SMILES) is C=C(F)[C@@](C)(N)CCl. For the LUMO energy, the calculation gives 0.81 eV.



Number 3 is which compound?
C5H8S2



Number 9 is which compound?
C5H9Cl2N